Below is C37H51N4OP2Pb as an isolated structure in a non-equilibrium geometry, with properties calculated with ωB97M-V/def2-TZVPD.

Results
Total charge   +3
Maximum force   2.61 eV/A
M   837.0 Da
HOMO (alpha / beta)   -16.278 / -15.799 eV
2S+1   1
Lowest unoccupied orbital energy (alpha / beta)   -10.6938 / -12.6356 eV
Orbital gap (alpha / beta)   5.6 / 3.2 eV
ΔE to the lowest compared entry with this formula, charge and spin   0.3409 eV

The geometry in XYZ format:
```
96
C37H51N4OP2Pb, DFT ωB97M-V/def2-TZVPD
C 2.09529 -2.40736 -0.45470
C 1.01256 -1.64851 -2.36685
C 2.87991 -3.28176 -1.19883
C 1.72667 -2.53865 -3.16956
C 2.68408 -3.37071 -2.57659
H 3.61400 -3.87815 -0.66051
H 1.50965 -2.56952 -4.23843
H 3.25521 -4.07262 -3.17843
N 1.25300 -1.54161 -1.04655
P 0.57814 -1.89343 1.87284
P -0.10884 1.03653 -2.42502
C 2.15960 -2.41764 1.07137
H 2.46298 -3.40758 1.46077
H 2.94855 -1.71982 1.41100
C -2.33566 1.52862 2.04189
O -2.89064 2.45034 2.40869
C -0.14978 -0.83067 -2.91626
H -0.16059 -0.87826 -4.01327
C -1.74162 1.80516 -3.04651
C 1.41159 1.88339 -3.17222
C -0.59795 -3.35734 1.76021
C 0.89894 -1.27074 3.62760
C -2.74435 1.85927 -1.87725
H -2.41516 2.55310 -1.08844
H -3.69917 2.23400 -2.27937
H -2.92155 0.87337 -1.42862
C -1.53463 3.25502 -3.50809
H -1.19485 3.90199 -2.68703
H -0.85535 3.33863 -4.36573
H -2.51985 3.62915 -3.82726
C -2.35010 0.98498 -4.19435
H -3.12614 1.60990 -4.66405
H -1.62835 0.71577 -4.97882
H -2.84118 0.07455 -3.82996
C 1.48595 3.33984 -2.64621
H 0.98148 3.47047 -1.68162
H 2.54063 3.60525 -2.49015
H 1.08510 4.05788 -3.36976
C 2.65895 1.15317 -2.64124
H 2.62749 1.03936 -1.54683
H 2.79243 0.16809 -3.10513
H 3.53798 1.76836 -2.88590
C 1.34701 1.82865 -4.71608
H 0.48353 1.29602 -5.14181
H 1.34474 2.84819 -5.12585
H 2.25341 1.34216 -5.10292
C -0.43838 -0.80109 4.23554
H -0.19691 -0.14015 5.07944
H -1.07660 -0.22733 3.54190
H -1.00919 -1.64514 4.64017
C 1.84379 -0.05938 3.56791
H 2.77945 -0.26876 3.03223
H 1.35765 0.81377 3.11496
H 2.10246 0.20791 4.60330
C 1.52868 -2.37880 4.49057
H 2.19030 -1.89498 5.22500
H 0.75817 -2.90546 5.06891
H 2.13541 -3.11110 3.93658
C -0.80473 -3.81238 0.28692
H -0.74013 -4.91018 0.22298
H -1.78677 -3.49763 -0.08950
H -0.06931 -3.40641 -0.41107
C -1.97469 -2.92842 2.30441
H -2.34963 -2.01743 1.80926
H -2.67636 -3.74736 2.08989
H -1.97081 -2.77514 3.38793
C -0.04121 -4.53211 2.57819
H 0.95989 -4.83926 2.24283
H -0.01578 -4.32014 3.65444
H -0.72751 -5.37971 2.42698
Pb -0.49979 0.06362 0.26336
N -1.80385 -1.19858 -1.09637
C -1.43257 -1.44653 -2.28752
C -2.29859 -2.38276 -3.08793
C -3.61162 -2.54778 -2.61485
C -1.87268 -3.09607 -4.22060
C -4.52154 -3.35936 -3.29762
H -3.90371 -2.01421 -1.70682
C -2.77583 -3.93494 -4.88316
H -0.84219 -2.98674 -4.55993
C -4.10099 -4.05942 -4.43820
H -5.54948 -3.43442 -2.93960
H -2.44375 -4.49199 -5.76244
H -4.80414 -4.69819 -4.97081
N -0.87452 6.68326 1.20707
C -0.17966 5.75480 1.34827
C 0.66991 4.59329 1.47932
C 1.76164 4.56560 2.36191
C 2.63014 3.47404 2.30364
C 2.37729 2.47319 1.36071
N 1.24579 2.41813 0.65176
C 0.39809 3.45499 0.70436
H 1.91335 5.40207 3.05681
H 3.49507 3.37779 2.96464
H 3.08491 1.65789 1.18459
H -0.51114 3.36808 0.09662
```